The following is a quantum chemistry calculation of a molecular structure, C24H22FeN2O11, from the OMol25 dataset.

Structure (ORCA input):
```
! wB97M-V def2-TZVPD RIJCOSX def2/J DEFGRID3
* xyz -2 1
Fe 0.00 -0.34 0.05
O -0.10 -1.78 1.43
O 0.23 1.08 -1.29
O -0.85 0.96 1.34
O -2.52 1.98 -1.27
O -2.24 1.46 -3.43
O -2.84 1.52 2.23
O 0.51 -1.70 -1.44
O -1.96 -0.58 -0.50
O 3.03 -6.50 1.64
O 3.97 -4.45 1.22
O -0.84 -3.30 -2.24
N 1.76 -0.16 0.78
N 2.03 -1.00 1.87
C 3.89 -5.49 2.18
C 2.51 1.52 -0.73
C 2.70 0.63 0.38
C 1.00 -1.77 2.08
C 1.44 -4.77 5.12
C -2.31 -0.34 -1.83
C 4.03 0.63 1.08
C 1.33 2.69 -2.59
C 2.19 -5.77 0.82
C 0.47 -4.89 4.14
C 2.16 -2.69 4.13
C 1.17 -2.80 3.16
C 0.34 -5.19 -0.53
C -2.10 0.89 1.46
C 2.74 -4.53 0.57
C 0.10 -2.89 -1.55
C 0.88 -3.93 -0.75
C 1.34 1.68 -1.46
C -2.31 1.11 -2.27
C 2.29 -3.66 5.11
C 2.12 -3.58 -0.20
C 0.98 -6.14 0.27
C -2.81 -0.13 0.55
C 0.33 -3.91 3.17
H -0.18 -5.76 4.12
H -1.60 -0.88 -2.45
H -0.42 -3.98 2.39
H 3.44 -5.10 3.10
H 3.35 2.13 -1.01
H -3.72 0.30 0.15
H 3.90 0.88 2.14
H -2.38 2.86 -1.63
H 4.47 -0.37 1.06
H 4.71 1.34 0.62
H 0.60 3.47 -2.37
H 2.52 -2.59 -0.35
H -0.62 -5.40 -0.98
H 1.55 -5.53 5.88
H -3.32 -0.73 -2.04
H 0.55 -7.11 0.47
H 2.31 3.14 -2.75
H 4.87 -5.91 2.35
H 2.81 -1.83 4.10
H 1.00 2.19 -3.51
H 3.05 -3.56 5.87
H -3.06 -1.01 1.16
*
```

Total energy = -3128.7799 Ha
HOMO-LUMO gap = 5.53 eV
ΔE to the lowest compared entry with this formula, charge and spin = 0.0 kcal per mole

---

The following is a quantum chemistry calculation of a single C3H4N2O2 molecule, from the OMol25 dataset.

Structure (ORCA input):
```
! wB97M-V def2-TZVPD RIJCOSX def2/J DEFGRID3
* xyz 0 1
O 2.15 -0.82 1.01
O 0.23 2.43 -0.07
N 0.70 0.05 -0.60
N -0.35 0.12 0.50
C 0.17 1.24 -0.06
C -1.65 -0.43 0.12
C 1.96 -0.44 -0.11
H -1.69 -1.46 0.45
H -1.81 -0.38 -0.97
H -2.42 0.16 0.63
H 2.71 -0.46 -0.91
*
```

Total energy = -376.6226 Ha
HOMO-LUMO gap = 11.42 eV
ΔE to the lowest compared entry with this formula, charge and spin = 88.6 kcal per mole
SMILES = CN1C(=O)N1C=O

---

The following is a quantum chemistry calculation of a single C18H25N3O3 molecule in a non-equilibrium geometry, from the OMol25 dataset.

Structure (ORCA input):
```
! wB97M-V def2-TZVPD RIJCOSX def2/J DEFGRID3
* xyz 0 1
O -4.03 -1.38 -0.04
O 1.14 -1.43 1.71
O -1.20 -2.40 0.10
N -0.09 -2.67 -1.76
N -1.12 -1.84 -2.01
N 2.95 -0.80 0.53
C 2.02 -1.69 0.91
C -1.19 1.73 1.58
C 1.81 3.11 -1.69
C -2.93 -0.78 -0.70
C -2.46 0.52 -0.06
C -0.15 -2.99 -0.51
C -1.56 0.53 1.00
C 3.04 1.60 -0.11
C -3.89 -1.62 1.34
C 3.01 0.56 1.01
C -2.59 2.92 0.05
C 2.17 -3.07 0.27
C 1.67 1.96 -0.69
C -2.98 1.72 -0.53
C -1.70 2.93 1.11
C -1.76 -1.69 -0.90
C 1.00 0.76 -1.37
C 0.82 -3.80 0.27
H -3.31 -0.56 -1.70
H -3.04 -2.27 1.57
H -0.49 1.73 2.41
H 3.49 2.51 0.29
H 2.53 -2.96 -0.75
H -4.81 -2.12 1.64
H 2.13 0.70 1.64
H 0.06 1.07 -1.83
H 3.64 -1.07 -0.16
H 2.27 3.97 -1.22
H 0.93 -4.78 -0.19
H 3.69 1.24 -0.91
H 1.02 2.29 0.13
H 0.45 -3.89 1.29
H 2.44 2.81 -2.53
H 0.84 3.40 -2.07
H 1.64 0.34 -2.14
H -3.68 1.72 -1.35
H -2.99 3.85 -0.33
H 3.90 0.67 1.63
H -1.14 -0.38 1.38
H -1.40 3.86 1.56
H 0.77 -0.01 -0.64
H -3.78 -0.69 1.90
H 2.89 -3.64 0.85
*
```

Total energy = -1090.8862 Ha
HOMO-LUMO gap = 10.04 eV
ΔE to the lowest compared entry with this formula, charge and spin = 56.6 kcal per mole
SMILES = CO[C@@H](c1ccccc1)c1nnc(CCC(=O)NCCC(C)C)o1

---

The following is a quantum chemistry calculation of a molecular structure, C31H36HgN7O4S3, from the OMol25 dataset.

Structure (ORCA input):
```
! wB97M-V def2-TZVPD RIJCOSX def2/J DEFGRID3
* xyz -2 2
Hg -1.02 -0.49 0.06
S -5.90 -1.03 1.11
S -3.00 -1.19 1.29
S -4.23 0.57 -0.80
O -3.27 5.28 3.15
O -4.04 1.05 3.50
O 4.72 0.81 -3.91
O 2.34 2.67 -5.00
N -0.58 0.23 -2.11
N -0.26 -2.89 -1.54
N -4.40 3.37 2.99
N -1.05 2.13 0.40
N 0.97 -1.49 0.55
N 3.05 2.16 -2.85
N 0.22 0.07 2.78
C -4.43 -0.52 0.48
C 3.12 -1.79 -0.54
C 2.22 -3.59 3.33
C 2.08 2.08 -3.93
C -0.08 1.14 -4.71
C -2.08 2.45 1.19
C -2.28 3.73 1.68
C 1.98 -3.12 2.05
C 1.11 -1.69 4.24
C 3.88 0.99 -2.77
C -0.74 0.44 3.80
C 0.56 0.82 -2.40
C -0.21 3.08 0.02
C 1.78 -2.89 4.44
C 1.13 -2.64 -1.59
C -0.35 4.40 0.43
C 1.74 -1.97 -0.50
C -1.26 0.50 -4.39
C 1.20 1.12 2.54
C 0.86 -1.19 2.97
C -3.35 4.16 2.65
C 3.28 -2.80 -2.70
C -1.51 0.05 -3.10
C 0.90 1.34 -3.68
C 1.91 -3.01 -2.69
C 1.28 -1.91 1.82
C 3.89 -2.21 -1.61
C -0.91 -3.18 -2.80
C -1.39 4.72 1.28
C -0.69 -3.82 -0.50
C -4.76 1.98 2.73
H -4.92 3.81 3.73
H 1.85 1.27 3.42
H 3.86 -3.08 -3.57
H 1.96 -3.26 5.44
H 1.26 0.93 -1.58
H 3.59 -1.29 0.31
H -1.48 -0.34 3.91
H 2.32 -3.69 1.20
H -2.72 1.62 1.41
H 4.17 0.97 -4.68
H 0.70 2.06 2.32
H -1.99 -3.17 -2.64
H 0.11 1.53 -5.70
H -2.02 0.35 -5.15
H -5.80 1.92 3.04
H -3.55 0.44 2.92
H -0.45 -4.86 -0.77
H -4.73 1.75 1.66
H 1.82 0.84 1.69
H -1.53 5.73 1.65
H -1.76 -3.73 -0.35
H -0.67 -2.42 -3.53
H 3.65 2.95 -3.09
H -0.64 -4.18 -3.20
H -0.28 0.65 4.78
H 3.23 0.12 -2.64
H 0.77 -1.12 5.09
H 4.55 1.05 -1.91
H -0.20 -3.59 0.44
H 2.75 -4.54 3.45
H 1.44 -3.48 -3.54
H 0.36 5.15 0.09
H 4.96 -2.03 -1.61
H -2.45 -0.38 -2.80
H 0.60 2.79 -0.63
H -1.25 1.36 3.50
*
```

Total energy = -3235.2184 Ha
HOMO-LUMO gap (spin up / spin down) = 4.67 / 6.24 eV
ΔE to the lowest compared entry with this formula, charge and spin = 0.0 kcal per mole

---

The following is a quantum chemistry calculation of a molecular structure, C24H45EuNP2Si in a non-equilibrium geometry, from the OMol25 dataset.

Structure (ORCA input):
```
! wB97M-V def2-TZVPD RIJCOSX def2/J DEFGRID3
* xyz 0 8
Eu 0.00 0.00 0.00
P 0.01 1.79 -6.51
P 0.20 -1.39 -6.62
Si 1.51 2.04 2.51
N -0.06 1.52 1.79
C 1.59 3.88 2.79
C 0.08 -1.47 1.47
C 1.80 1.13 4.13
C 1.16 3.23 -6.72
C 0.28 0.98 -8.17
C -0.20 -0.47 -8.20
C -1.50 0.75 -2.64
C 1.77 -2.23 -7.15
C 0.56 -1.37 -1.70
C 1.65 0.85 -2.40
C 0.66 1.53 -1.48
C -1.88 -0.71 -2.27
C -1.52 2.25 3.68
C 1.23 -0.58 -2.82
C -0.72 1.46 -1.55
C -0.81 -1.44 -1.49
C 2.93 1.56 1.39
C -2.42 1.02 1.80
C -0.97 -2.82 -6.84
C -2.78 2.25 4.28
C -3.69 1.03 2.41
C -1.59 2.66 -6.86
C -3.87 1.64 3.65
C -1.33 1.62 2.43
H -2.42 1.30 -2.84
H -0.77 -3.57 -6.07
H 2.05 -2.97 -6.40
H 1.18 -2.12 -1.22
H -2.78 -0.69 -1.65
H 1.46 4.41 1.82
H 1.03 3.93 -5.88
H 2.20 2.88 -6.69
H 1.82 0.04 3.94
H 2.61 0.79 -1.88
H 0.57 -0.55 -3.69
H -2.00 -2.48 -6.71
H 2.88 2.12 0.44
H 2.90 0.47 1.19
H -0.71 2.72 4.22
H -0.87 -3.29 -7.82
H 3.89 1.81 1.89
H -2.14 -1.27 -3.18
H 0.80 4.21 3.49
H -1.56 3.23 -7.80
H 0.36 -2.44 1.05
H -0.91 -1.56 1.93
H -0.22 1.57 -8.95
H -4.52 0.55 1.91
H -2.30 0.52 0.85
H 0.23 -1.01 -9.05
H 1.01 1.36 4.87
H -1.28 2.19 -0.97
H 1.67 -2.73 -8.12
H -1.81 3.35 -6.04
H -4.84 1.64 4.11
H 1.09 2.32 -0.86
H 2.12 -1.13 -3.14
H -1.18 -2.27 -0.88
H 1.82 1.46 -3.30
H -2.41 1.93 -6.91
H 2.78 1.44 4.54
H 0.80 -1.20 2.25
H 2.57 4.14 3.22
H 2.58 -1.49 -7.21
H -2.92 2.72 5.25
H 0.99 3.77 -7.66
H -0.93 0.76 -3.58
H -1.29 -0.50 -8.32
H 1.36 1.02 -8.37
*
```

Total energy = -2678.4564 Ha
HOMO-LUMO gap (spin up / spin down) = 5.51 / 6.03 eV
ΔE to the lowest compared entry with this formula, charge and spin = 135.7 kcal per mole

---

The following is a quantum chemistry calculation of a molecular structure, C24H37HgN3O11 in a non-equilibrium geometry, from the OMol25 dataset.

Structure (ORCA input):
```
! wB97M-V def2-TZVPD RIJCOSX def2/J DEFGRID3
* xyz -2 1
Hg 0.57 -0.55 0.62
O 5.50 -4.16 7.60
O 4.58 -2.57 2.52
O 6.82 -5.22 5.55
O -2.09 -9.71 -2.49
O 2.37 1.06 -2.59
O 0.56 -8.51 -2.86
O -0.73 5.03 3.39
O -0.80 -5.26 0.14
O 2.78 -1.72 4.65
O -4.14 2.27 -3.73
O -3.01 -6.72 0.77
N -2.20 2.39 2.98
N 2.35 2.83 -0.45
N -2.84 -0.13 -2.90
C 2.19 3.33 -1.78
C 2.85 4.67 -1.68
C 3.09 0.10 -3.40
C 4.06 -2.84 6.19
C 4.70 -2.98 3.78
C -2.31 -7.07 -0.19
C -2.54 -8.36 -0.91
C -0.33 -8.04 -2.05
C -1.59 -8.78 -1.77
C -4.24 1.09 -4.55
C 0.08 5.96 4.25
C -3.32 3.42 -4.18
C -0.98 -6.33 -0.42
C 5.13 -3.82 6.49
C -2.91 0.26 -4.33
C -2.76 3.72 3.05
C 6.04 -4.30 5.23
C -2.64 -0.86 -5.27
C 3.84 -2.43 4.92
C -1.88 4.56 3.98
C 2.88 2.38 -2.76
C 5.70 -3.82 3.95
C -0.02 -6.92 -1.39
C -4.24 3.73 3.42
H 0.58 6.72 3.64
H 3.33 2.70 -0.25
H -2.48 5.37 4.41
H 0.87 5.42 4.78
H 2.67 2.81 -3.74
H -3.02 1.81 2.93
H -2.73 4.16 2.05
H 2.94 0.24 -4.47
H 3.96 2.37 -2.64
H -4.73 4.70 3.36
H 4.14 0.05 -3.10
H -2.30 3.23 -4.50
H -3.91 4.03 -4.87
H 1.17 3.33 -2.16
H -1.98 -1.60 -4.82
H -4.66 2.96 2.78
H 2.13 3.57 0.19
H 2.33 5.43 -1.10
H -2.10 0.91 -4.66
H -4.40 1.31 -5.60
H -4.31 3.32 4.43
H -3.53 -8.78 -0.78
H 3.87 4.50 -1.33
H -3.29 -1.03 -2.91
H -3.45 -1.55 -5.50
H -0.53 6.46 5.01
H 2.70 -0.88 -3.16
H 3.09 4.97 -2.70
H -5.04 0.41 -4.25
H 0.94 -6.43 -1.47
H -1.64 3.93 4.83
H 3.48 -2.58 7.06
H -1.85 2.20 3.91
H 6.35 -4.04 3.12
H -2.39 -0.50 -6.26
H -3.24 4.24 -3.46
H -3.51 0.53 -2.50
*
```

Total energy = -2081.6638 Ha
HOMO-LUMO gap = 1.46 eV
ΔE to the lowest compared entry with this formula, charge and spin = 204.9 kcal per mole

---

The following is a quantum chemistry calculation of a single C3H3NO3 molecule, from the OMol25 dataset.

Structure (ORCA input):
```
! wB97M-V def2-TZVPD RIJCOSX def2/J DEFGRID3
* xyz 0 1
O -0.83 1.12 -1.78
O 0.77 -0.93 1.32
O 0.17 0.94 0.27
N 0.77 -1.04 -0.94
C -0.42 -1.39 1.66
C 0.58 -0.35 0.07
C -0.52 1.59 -0.72
H -0.19 -2.06 2.51
H -0.72 2.61 -0.38
H 0.50 -0.57 -1.80
*
```

Total energy = -396.4613 Ha
HOMO-LUMO gap = 9.61 eV
ΔE to the lowest compared entry with this formula, charge and spin = 102.4 kcal per mole

---

The following is a quantum chemistry calculation of a single C5H8N6S molecule in a non-equilibrium geometry, from the OMol25 dataset.

Structure (ORCA input):
```
! wB97M-V def2-TZVPD RIJCOSX def2/J DEFGRID3
* xyz 0 1
S -2.17 1.61 -0.68
N 0.98 -1.88 0.66
N 3.05 -1.48 0.61
N 2.54 -0.75 -0.36
N -0.86 -0.74 -1.26
N 0.35 -0.35 -1.12
N 2.16 -2.15 1.22
C -0.24 -2.48 1.10
C -1.93 -0.10 -1.33
C 1.23 -0.99 -0.36
C -0.07 3.12 0.31
C -0.68 2.37 -0.80
H -0.05 -2.95 2.06
H -2.83 -0.54 -1.68
H -0.10 4.20 0.10
H -0.58 -3.23 0.38
H -0.16 2.30 -1.74
H 0.98 2.84 0.42
H -1.02 -1.72 1.20
H -0.60 2.94 1.25
*
```

Total energy = -921.8771 Ha
HOMO-LUMO gap (spin up / spin down) = 6.54 / 7.68 eV
ΔE to the lowest compared entry with this formula, charge and spin = 27.3 kcal per mole

---

The following is a quantum chemistry calculation of 2 unconnected molecules or ions with the total composition C3H9N4 in a non-equilibrium geometry, from the OMol25 dataset.

Structure (ORCA input):
```
! wB97M-V def2-TZVPD RIJCOSX def2/J DEFGRID3
* xyz 1 3
N 0.74 -0.63 0.65
N -1.42 -1.19 0.03
N 3.06 -0.44 -0.24
N -2.58 -0.86 -0.18
C -2.10 1.46 0.24
C -0.29 -0.61 -0.12
C -2.88 0.44 -0.19
H 3.72 -0.23 0.49
H -3.80 0.78 -0.45
H 1.75 -0.36 0.16
H -2.41 2.53 0.18
H -1.19 1.23 0.63
H 3.31 0.26 -0.93
H 0.07 -0.26 -1.07
H 3.50 -1.19 -0.81
H 0.52 -0.91 1.60
*
```

Total energy = -338.2963 Ha
HOMO-LUMO gap (spin up / spin down) = 8.87 / 7.23 eV
ΔE to the lowest compared entry with this formula, charge and spin = 39.1 kcal per mole